Formula: C14H21N7O4SSc
Source: the Open Molecules 2025 dataset
Level of theory: ωB97M-V/def2-TZVPD

CARTESIAN COORDINATES (ANGSTROEM)
Sc (-0.075, -1.068, 0.042)
N (1.745, -2.463, -0.382)
C (2.766, -2.310, 0.665)
C (2.061, -2.295, 2.025)
O (2.632, -2.761, 3.021)
N (0.841, -1.786, 1.940)
C (-0.045, -1.959, 3.051)
C (-1.473, -2.001, 2.497)
O (-2.451, -1.920, 3.235)
O (-1.528, -2.065, 1.209)
H (1.342, -3.395, -0.341)
H (2.107, -2.336, -1.321)
H (3.255, -1.347, 0.511)
H (3.518, -3.103, 0.660)
H (0.008, -1.152, 3.798)
H (0.154, -2.880, 3.613)
N (-1.999, -1.773, -4.290)
C (-1.300, -1.343, -3.179)
S (-0.759, -2.569, -2.092)
N (-1.115, -0.060, -3.095)
N (-0.321, 0.316, -2.012)
C (0.104, 1.521, -2.127)
C (1.009, 2.203, -1.224)
C (1.257, 3.562, -1.445)
C (2.163, 4.268, -0.679)
C (2.858, 3.590, 0.324)
C (2.646, 2.249, 0.560)
C (1.708, 1.510, -0.199)
O (1.499, 0.261, 0.047)
H (-2.475, -2.652, -4.183)
H (-2.504, -1.041, -4.765)
H (-0.219, 2.087, -3.005)
H (0.718, 4.059, -2.245)
H (2.336, 5.320, -0.860)
H (3.579, 4.123, 0.933)
H (3.185, 1.725, 1.339)
N (-0.871, 0.802, 1.376)
C (-2.123, 1.452, 0.973)
C (-3.129, 0.374, 0.607)
N (-2.587, -0.400, -0.498)
H (-0.972, 0.407, 2.307)
H (-0.110, 1.470, 1.425)
H (-1.903, 2.066, 0.094)
H (-2.520, 2.117, 1.749)
H (-4.104, 0.830, 0.389)
H (-3.267, -0.299, 1.455)
H (-2.738, 0.025, -1.403)
H (-2.904, -1.360, -0.497)

Calculated values
Relative energy (zero: lowest compared OMol25 entry of this formula, charge and spin) (eV): 0.000
Total charge: -1
E_tot (Eh): -2389.5965
LUMO (eV): 2.78
2S+1: 1
Kohn-Sham gap (eV): 7.7